Molecular formula: C21H31KN3OV
Method: DFT, ωB97M-V with the def2-TZVPD basis set

Each line ends with the Mulliken charge.
Positions of all 58 atoms, in Å:
N: -2.30 -0.42 -0.09  -0.5451
C: -3.34 -1.07 -0.19  0.9755
O: -4.35 -1.69 -0.26  -0.4352
K: -0.51 2.68 1.51  0.9467
V: -0.40 -0.07 -0.10  -0.3796
N: -0.12 1.76 -0.63  0.0380
N: 0.33 -1.48 -1.06  0.6645
C: -0.83 2.51 -1.73  0.7118
C: -0.25 -2.41 -2.06  0.7802
C: -0.60 4.02 -1.58  -1.5302
C: -0.31 2.05 -3.10  -1.1448
C: -2.32 2.21 -1.63  -1.4503
C: -0.95 -3.55 -1.32  -1.2527
C: 0.82 -3.01 -2.97  -1.6022
C: -1.25 -1.68 -2.93  -1.4600
H: -1.02 4.43 -0.63  0.3215
H: -1.12 4.54 -2.40  0.4496
H: 0.47 4.29 -1.63  0.3644
H: 0.74 2.34 -3.25  0.4256
H: -0.90 2.52 -3.90  0.4947
H: -0.39 0.96 -3.21  -0.0073
H: -2.53 1.15 -1.81  0.1509
H: -2.86 2.79 -2.39  0.5169
H: -2.74 2.48 -0.64  0.2961
H: -0.24 -4.07 -0.65  0.3563
H: -1.34 -4.27 -2.04  0.4823
H: -1.78 -3.18 -0.71  0.1554
H: 1.52 -3.66 -2.43  0.3828
H: 1.40 -2.23 -3.47  0.3846
H: 0.33 -3.62 -3.74  0.4606
H: -1.65 -2.40 -3.66  0.5495
H: -0.77 -0.87 -3.49  0.2525
H: -2.10 -1.28 -2.37  0.1084
C: 1.34 1.91 -0.65  -0.2927
H: 1.83 0.94 -0.46  -0.1185
H: 1.72 2.24 -1.64  0.4201
H: 1.73 2.66 0.08  0.3486
C: 1.55 -1.97 -0.41  -1.0627
H: 1.60 -1.62 0.63  0.1910
H: 1.59 -3.07 -0.38  0.5316
H: 2.47 -1.62 -0.92  0.3453
C: 3.23 0.73 4.56  -0.6173
C: 3.35 0.77 3.16  -1.0767
C: 2.31 0.37 2.34  -0.0121
C: 1.04 0.00 2.87  1.8966
C: -0.13 -0.24 2.07  0.0278
C: -1.32 -0.57 2.72  0.3134
C: -1.42 -0.64 4.13  -1.2154
C: -0.31 -0.39 4.91  -0.7341
C: 0.93 -0.05 4.32  0.5980
C: 2.04 0.30 5.12  -0.7863
H: 4.06 1.02 5.19  0.4168
H: 4.30 1.09 2.71  0.4504
H: 2.48 0.29 1.26  0.3325
H: -2.21 -0.81 2.14  0.2975
H: -2.37 -0.92 4.58  0.4448
H: -0.36 -0.45 6.00  0.4277
H: 1.93 0.23 6.21  0.4122

Values from the calculation:
- charge = +2
- Kohn-Sham gap (alpha / beta) (eV) = 5.57 / 5.73
- E_tot (eV) = -70794.6130
- spin multiplicity = 1

Molecular formula: C21H31N3O3
Method: DFT, ωB97M-V with the def2-TZVPD basis set

Each line ends with the Mulliken charge.
Positions of all 58 atoms, in Å:
C: -6.66 -1.15 1.08  -0.8367
H: -6.43 -0.28 1.70  0.3292
O: -5.95 -1.13 -0.13  -0.4627
C: -4.59 -1.17 -0.09  0.7588
C: -3.82 -1.19 1.07  -0.4854
C: -2.44 -1.22 0.99  -0.8345
C: -1.80 -1.22 -0.25  0.2318
C: -2.56 -1.20 -1.41  -0.3600
C: -3.94 -1.17 -1.33  -0.7712
H: -4.54 -1.15 -2.22  0.4297
H: -2.07 -1.21 -2.37  0.5463
N: -0.40 -1.22 -0.25  0.4273
C: 0.45 -1.09 -1.32  -0.1159
O: 0.12 -1.20 -2.48  -0.7401
N: 1.74 -0.76 -1.00  0.2528
H: 2.36 -0.81 -1.79  0.3508
C: 2.36 -0.61 0.30  1.1936
C: 3.73 0.09 0.17  -0.8916
C: 4.75 -0.75 -0.59  -0.7144
C: 4.93 -2.11 0.07  -0.7333
C: 3.59 -2.83 0.17  -0.8066
C: 2.59 -1.99 0.96  -0.7891
H: 2.95 -1.83 1.97  0.4571
H: 1.64 -2.53 1.03  0.3131
H: 3.71 -3.79 0.66  0.4195
H: 3.20 -3.01 -0.84  0.3304
H: 5.64 -2.71 -0.50  0.3915
H: 5.34 -1.98 1.08  0.3418
H: 5.70 -0.21 -0.60  0.4063
H: 4.44 -0.89 -1.62  0.3642
H: 3.61 1.06 -0.32  0.2562
H: 4.09 0.27 1.18  0.4547
C: 1.49 0.25 1.25  -0.5643
O: 1.30 -0.15 2.40  -0.6785
N: 1.01 1.43 0.84  0.3183
C: 1.08 2.05 -0.47  -1.0839
H: 1.68 1.45 -1.15  0.5073
C: -0.32 2.24 -1.07  1.7801
C: -0.22 2.89 -2.44  -1.9485
H: 0.28 3.85 -2.37  0.3823
H: -1.21 3.05 -2.86  0.4429
H: 0.34 2.25 -3.13  0.4075
C: -1.19 3.06 -0.11  -1.2489
C: -1.21 2.40 1.26  0.0112
C: 0.22 2.22 1.77  -1.2838
H: 0.23 1.71 2.73  0.5445
H: 0.70 3.20 1.89  0.4008
H: -1.77 3.00 1.97  0.4410
H: -1.69 1.42 1.19  -0.1197
H: -2.20 3.14 -0.51  0.4504
H: -0.77 4.07 -0.03  0.3365
H: -0.78 1.25 -1.19  -0.5866
H: 1.55 3.04 -0.35  0.4524
H: 0.01 -1.19 0.68  -0.0491
H: -1.85 -1.24 1.89  0.4157
H: -4.28 -1.19 2.04  0.3893
H: -7.71 -1.14 0.81  0.2400
H: -6.44 -2.06 1.66  0.3298

Values from the calculation:
- charge = 0
- structure (SMILES) = COc1ccc(NC(=O)NC2(C(=O)N3CCC[C@@H](C)C3)CCCCC2)cc1
- energy above the lowest of the compared OMol25 structures with the same formula, charge and spin (kcal per mole) = 10.48
- Kohn-Sham gap (eV) = 8.55
- E_tot (eV) = -32894.9127
- spin multiplicity = 1

Molecular formula: C21H31N3O3S
Method: DFT, ωB97M-V with the def2-TZVPD basis set

Each line ends with the Mulliken charge.
Positions of all 59 atoms, in Å:
C: 1.77 -0.46 -4.25  -1.0117
H: 0.83 -0.81 -3.83  0.2415
C: 2.51 -1.58 -4.96  -0.6826
H: 3.43 -1.17 -5.40  0.3335
C: 2.89 -2.74 -4.03  -0.4164
C: 1.68 -3.58 -3.63  -0.3111
C: 2.05 -4.76 -2.72  -0.8240
C: 2.33 -4.38 -1.26  -0.4974
O: 1.14 -4.08 -0.56  -0.4965
C: 0.64 -2.81 -0.51  0.5565
C: 1.33 -1.64 -0.78  -0.4179
C: 0.70 -0.41 -0.66  -0.6883
C: -0.62 -0.33 -0.24  -0.4864
C: -1.31 -1.50 0.05  0.3449
C: -0.69 -2.72 -0.09  -1.0339
H: -1.22 -3.64 0.13  0.4385
H: -2.34 -1.45 0.36  0.4925
N: -1.25 0.93 -0.11  0.3899
C: -2.55 1.17 -0.46  0.3968
O: -3.30 0.37 -0.96  -0.6351
C: -2.88 2.61 -0.13  -0.6862
C: -1.55 3.24 0.23  0.1816
C: -0.60 2.05 0.48  0.0384
O: 0.60 2.13 0.65  -0.7007
H: -1.14 3.85 -0.58  0.4837
S: -1.60 4.31 1.69  -0.3745
C: -1.44 3.00 2.85  0.4333
N: -1.31 1.84 2.32  0.0429
C: -1.11 0.62 3.05  -0.7418
C: -2.45 -0.03 3.40  -1.0905
H: -2.29 -0.98 3.89  0.3811
H: -3.03 -0.19 2.49  0.2189
H: -3.03 0.62 4.06  0.3507
H: -0.54 -0.04 2.39  0.1325
H: -0.52 0.78 3.96  0.5309
N: -1.53 3.30 4.16  -0.1675
H: -1.27 2.56 4.79  0.2330
C: -1.40 4.65 4.68  -0.7573
H: -1.92 5.32 3.99  0.4098
C: 0.05 5.07 4.83  -0.9564
H: 0.58 4.42 5.52  0.3159
H: 0.56 5.03 3.86  0.2690
H: 0.11 6.09 5.20  0.3765
H: -1.91 4.68 5.64  0.3536
H: -3.38 3.09 -0.97  0.4208
H: -3.57 2.62 0.72  0.2786
H: 1.25 0.49 -0.87  0.6658
H: 2.36 -1.66 -1.10  0.2639
H: 3.06 -3.56 -1.20  0.2608
H: 2.75 -5.24 -0.74  0.3312
H: 2.94 -5.26 -3.12  0.4062
H: 1.23 -5.48 -2.71  0.3606
H: 0.94 -2.96 -3.12  0.0383
H: 1.22 -3.98 -4.53  0.4616
H: 3.38 -2.33 -3.15  0.1641
H: 3.61 -3.38 -4.54  0.3933
H: 1.90 -1.96 -5.78  0.3201
H: 2.37 -0.05 -3.44  0.2320
H: 1.54 0.34 -4.95  0.4327

Values from the calculation:
- charge = 0
- energy above the lowest of the compared OMol25 structures with the same formula, charge and spin (kcal per mole) = 51.80
- Kohn-Sham gap (eV) = 8.52
- E_tot (eV) = -43728.7984
- spin multiplicity = 1

Molecular formula: C21H31N3OP2Rh
Method: DFT, ωB97M-V with the def2-TZVPD basis set

Each line ends with the Mulliken charge.
Positions of all 59 atoms, in Å:
C: 1.82 -3.86 -0.04  -0.6346
C: 1.00 -2.86 -0.53  0.3433
C: -0.40 -3.08 -0.38  0.4208
C: -0.98 -3.95 0.64  0.6710
C: -0.01 -4.79 1.29  -0.8072
C: 1.34 -4.81 0.87  -0.5805
C: -2.40 -3.86 0.78  -1.2457
C: -3.12 -2.80 0.12  0.6827
C: -2.36 -2.05 -0.88  0.4011
C: -2.85 -0.84 -1.48  0.0902
C: -4.23 -0.68 -1.49  -0.6654
C: -5.04 -1.44 -0.63  -0.5891
C: -4.49 -2.41 0.22  -0.7140
H: 2.84 -3.91 -0.43  0.3915
H: -0.29 -5.41 2.15  0.4279
H: 2.05 -5.53 1.29  0.3838
H: -2.93 -4.54 1.46  0.4279
H: -4.65 0.02 -2.20  0.4048
H: -6.10 -1.22 -0.63  0.3860
H: -5.13 -2.83 0.98  0.4414
N: -1.20 -2.57 -1.32  -0.3784
Rh: 0.33 1.86 0.10  -1.2977
C: 1.61 -1.71 -1.30  -1.0541
H: 1.01 -1.46 -2.18  0.4600
H: 2.61 -2.00 -1.65  0.6339
C: -1.93 0.14 -2.23  -0.9974
H: -1.11 -0.40 -2.72  0.5154
H: -2.54 0.63 -3.01  0.5949
P: 1.90 -0.08 -0.30  0.9947
P: -1.20 1.65 -1.30  1.3609
C: -2.49 2.91 -1.08  -1.3555
H: -2.03 3.75 -0.55  0.3513
H: -2.83 3.21 -2.07  0.4848
H: -3.30 2.51 -0.48  0.3909
C: -0.23 2.44 -2.62  -1.5263
H: -0.92 2.95 -3.28  0.5194
H: 0.45 3.15 -2.16  0.3249
H: 0.35 1.70 -3.15  0.3512
C: 2.95 -0.65 1.07  -1.2195
H: 3.84 -1.18 0.73  0.4372
H: 3.24 0.22 1.66  0.3481
H: 2.38 -1.32 1.71  0.3446
C: 3.16 0.82 -1.27  -1.3717
H: 3.27 1.81 -0.84  0.3365
H: 4.14 0.32 -1.26  0.4668
H: 2.84 0.96 -2.31  0.3404
H: 0.07 0.46 0.54  0.4610
H: -1.13 1.99 0.88  0.1054
C: 2.91 2.94 4.00  -0.7562
N: 2.37 3.84 3.00  -0.2131
C: 1.59 3.42 2.01  1.0069
N: 1.08 4.26 1.09  -0.2017
O: 1.39 2.15 1.86  -0.7462
H: 2.65 1.92 3.72  0.2485
H: 2.45 3.21 4.96  0.3125
H: 4.00 3.07 4.03  0.2941
H: 2.53 4.84 3.09  0.2061
H: 0.52 3.84 0.33  -0.1687
H: 1.21 5.25 1.18  0.1606

Values from the calculation:
- charge = +1
- <S²> = 6.035
- energy above the lowest of the compared OMol25 structures with the same formula, charge and spin (kcal per mole) = 91.26
- Kohn-Sham gap (alpha / beta) (eV) = 5.99 / 6.02
- E_tot (eV) = -50372.3442
- spin multiplicity = 5